Density functional theory data (the ωB97M-V functional and the def2-TZVPD basis) for a molecular structure, C34H32NO2PPdSi.

Geometry (Å):
C -1.51 -3.62 -2.08
H 1.52 4.66 1.82
N -0.42 1.93 1.31
H -0.22 1.59 4.47
O -1.98 -0.68 -2.15
C 0.26 -5.18 -1.59
C -6.17 -0.25 -1.67
H 2.99 -3.87 3.43
H -5.73 0.92 -3.41
O -2.62 1.24 -0.09
P 1.34 -1.37 -0.45
C -5.76 -0.64 -0.40
C 3.25 -3.23 2.60
H -6.35 -1.33 0.18
C 2.63 -1.55 -2.93
Pd -0.41 0.10 -0.15
C -2.66 2.38 0.54
H -0.55 4.40 2.44
H -4.23 -0.43 1.11
C -4.22 1.14 -1.91
C -2.54 4.83 1.93
H 2.80 0.88 3.30
C 2.28 -2.76 1.74
H -4.60 5.01 1.28
C 4.58 -2.88 2.39
C -3.80 3.19 0.59
C -1.44 4.06 1.95
H 2.17 3.50 0.67
H -2.55 5.79 2.42
C 0.52 -2.88 -1.00
C -3.72 4.38 1.26
H 0.65 -6.19 -1.62
C -0.75 -2.62 -1.50
H -7.09 -0.64 -2.08
H -0.36 3.35 4.31
H 2.11 1.35 -1.25
C 3.23 -1.03 -4.07
C -1.00 -4.91 -2.11
H 5.97 -1.81 1.15
C 2.20 -0.70 -1.92
C -5.41 0.64 -2.42
C 0.31 2.50 4.16
C -1.41 2.75 1.27
H 1.24 -3.04 1.90
H -3.59 1.81 -2.49
C 1.97 3.68 1.72
C 1.04 -4.16 -1.04
H 2.49 -2.62 -2.84
H -1.59 -5.71 -2.53
C -1.15 -1.20 -1.46
C -4.58 -0.14 0.13
H 2.94 3.71 2.23
C 4.94 -2.07 1.32
C 3.41 0.34 -4.20
C 3.96 -1.60 0.45
C -3.86 0.74 -0.65
H 2.64 0.61 1.57
H 3.56 -1.70 -4.85
H 1.51 -0.15 2.71
C 2.39 0.68 -2.05
H -4.71 2.89 0.09
H 1.15 2.62 4.84
H 2.03 -4.37 -0.66
H -2.49 -3.39 -2.49
C 2.63 -1.94 0.66
H 4.24 -0.98 -0.39
H 3.16 2.26 -3.28
C 2.08 0.75 2.49
Si 1.02 2.25 2.46
C 3.00 1.19 -3.18
H 5.35 -3.24 3.06
H 3.88 0.74 -5.09

Computed properties:
- gap between HOMO and LUMO (eV) = 4.924
- charge = +2